(1)
49
Properties=species:S:1:pos:R:3:forces:R:3:mulliken_spin:R:1 method="wB97M-V/def2-TZVPD" homo_ev="-5.95 / -6.19" multiplicity=8 molar_mass_g_mol=535.4 gap_ev="5.16 / 5.40"
C 4.8070 -0.5868 1.0665 0.069 0.046 0.019 -0.001
C 4.9335 -2.1028 0.9368 0.102 -0.037 0.040 -0.001
H 5.3000 -0.0916 0.2254 -0.097 0.040 0.019 0.000
H 5.3126 -0.2489 1.9763 -0.077 0.059 -0.093 0.000
H 3.7703 -0.2348 1.1060 0.176 -0.142 0.062 0.002
H 4.2612 -2.5122 0.1795 0.012 0.022 0.074 0.001
H 5.9560 -2.3706 0.6544 -0.078 -0.028 0.022 0.000
H 4.7216 -2.6049 1.8844 -0.117 0.031 -0.140 0.000
C -0.8138 2.0319 -2.2970 -0.403 -0.697 -0.652 -0.003
C -1.4887 2.8269 -3.2367 0.059 -0.462 0.265 0.000
C -2.3438 2.1921 -4.1464 0.359 -0.303 0.315 0.002
C -2.4877 0.8033 -4.0947 0.325 -0.248 0.545 -0.001
H -0.1571 2.4643 -1.5341 -0.198 -0.108 -0.339 -0.004
H -1.3313 3.9058 -3.2417 -0.158 -0.332 -0.001 0.000
H -2.8952 2.7637 -4.8902 0.155 -0.089 0.160 0.000
H -3.1323 0.2747 -4.7915 0.039 0.357 0.124 0.000
N -0.9243 0.6838 -2.2739 -0.976 0.492 -0.640 0.018
C -1.7814 0.0578 -3.1242 0.342 1.438 -0.105 -0.004
C -1.9225 -1.4193 -2.9854 -0.016 -1.218 0.109 -0.004
N -1.2376 -2.0159 -1.9737 -0.565 -0.186 -0.948 0.013
C -1.3066 -3.3524 -1.8295 -0.250 0.267 -0.267 -0.002
C -2.7970 -3.5619 -3.7005 0.200 0.159 0.266 0.001
C -2.0831 -4.1685 -2.6623 0.036 0.542 -0.091 0.000
H -0.7050 -3.7592 -1.0127 -0.215 0.133 -0.192 -0.009
H -2.1146 -5.2419 -2.4944 0.002 0.230 -0.061 0.000
C -2.7173 -2.1811 -3.8690 0.491 0.498 0.487 -0.001
H -3.2405 -1.6651 -4.6721 0.052 -0.414 0.184 0.000
H -3.4103 -4.1435 -4.3840 0.122 0.015 0.165 0.000
Eu 0.4383 -0.6407 -0.5189 0.660 -0.171 -0.204 7.012
C 0.9514 -2.6898 0.7640 -0.181 0.056 -0.218 -0.016
H 1.5341 -3.3948 0.1564 0.086 -0.202 0.415 -0.003
H 0.1044 -3.1763 1.2655 0.353 -0.117 0.088 -0.001
H 1.5946 -2.1581 1.4946 -0.100 -0.517 -0.058 -0.001
O -2.2541 -0.2160 2.8566 -0.143 0.680 -0.091 0.000
S -1.9192 1.0033 2.1679 2.076 -0.219 -0.933 -0.001
O -2.9336 1.7282 1.4514 0.010 -0.148 0.282 0.000
N -0.6037 0.7183 1.1752 -0.888 0.021 0.248 0.014
C 0.5538 1.3050 1.5312 -0.197 -1.238 -1.346 -0.011
O 1.6239 0.9816 0.9126 -0.943 1.465 1.249 0.002
C 0.3501 2.2241 2.6719 0.677 0.278 0.836 -0.007
C 1.2913 3.0052 3.3514 -0.384 -0.146 0.057 0.002
C 0.9079 3.6026 4.5568 -0.330 -0.050 -0.143 0.000
C -0.3992 3.4449 5.0509 0.089 -0.175 -0.154 0.000
C -1.3473 2.6915 4.3539 0.470 0.041 -0.413 0.000
C -0.9351 2.0931 3.1675 -0.644 0.463 1.119 0.000
H 2.2933 3.1121 2.9424 -0.148 -0.066 0.169 0.000
H 1.6221 4.1914 5.1330 -0.165 -0.155 -0.208 0.000
H -0.6767 3.8850 6.0043 0.096 0.035 -0.144 0.000
H -2.3682 2.5465 4.6963 0.217 0.102 0.122 0.000

(2)
10
Properties=species:S:1:pos:R:3:forces:R:3:nbo_charge:R:1 method="wB97M-V/def2-TZVPD" charge=-1 homo_ev="-2.82 / -2.82" molar_mass_g_mol=82.1 gap_ev="7.22 / 7.21"
C -0.6501 -0.1197 -0.2729 -2.056 1.726 3.953 -0.235
C -1.9427 -0.0889 0.2574 1.142 -0.126 -0.599 -0.025
C -0.8925 0.8652 0.9102 -0.294 -1.357 0.799 -0.585
C 0.3489 -0.8213 -1.0652 -1.295 -1.091 -2.126 -0.275
N -0.3074 0.3001 -1.8098 -0.356 0.859 -1.422 -0.003
O -1.2412 0.1204 -2.7238 1.871 -0.849 1.127 -0.611
H -0.7599 0.6063 2.0310 0.379 0.042 -1.753 0.173
H -1.1306 1.9439 0.8714 0.356 -0.442 -0.631 0.189
H 1.3874 -0.7006 -0.8264 0.369 0.467 0.124 0.190
H 0.1202 -1.8465 -1.4556 -0.116 0.771 0.529 0.181

(3)
14
Properties=species:S:1:pos:R:3:forces:R:3:nbo_charge:R:1 method="wB97M-V/def2-TZVPD" smiles="CC=C=NC(C)=O" homo_ev=-8.99 molar_mass_g_mol=97.1 gap_ev=9.86
C 0.8376 2.4542 -0.7508 0.049 0.096 0.058 -0.612
C 0.7541 0.9915 -1.1117 0.025 -0.156 0.077 -0.395
C 0.8150 0.0372 -0.2180 -0.242 -0.158 0.234 0.431
N 0.8124 -0.8413 0.6444 -0.012 0.604 -0.419 -0.488
C -0.4439 -1.1521 1.2618 -0.321 0.133 0.368 0.695
O -0.8345 -0.5550 2.2323 0.310 -0.295 -0.539 -0.529
C -1.1575 -2.3136 0.6268 -0.097 -0.068 0.031 -0.721
H 0.8841 2.5813 0.3337 0.059 0.000 -0.157 0.225
H 1.7224 2.9166 -1.2001 -0.106 -0.032 0.088 0.216
H -0.0418 3.0034 -1.1073 0.132 -0.172 0.009 0.219
H 0.6238 0.6990 -2.1507 0.049 0.004 0.148 0.242
H -2.1737 -2.3666 1.0151 0.110 -0.023 0.021 0.240
H -0.6174 -3.2286 0.8887 -0.062 0.059 -0.104 0.246
H -1.1806 -2.2260 -0.4640 0.104 0.007 0.184 0.231

For each record above, in turn, the calculated energy above the lowest of the compared OMol25 structures with the same formula, charge and spin values are 0.000, 3.398, 1.425 eV.